Entry 1:
Below is a 2-piece molecular cluster, C2H5N2O2 overall in a non-equilibrium geometry, with properties calculated with wB97M-V/def2-TZVPD.

Output
- LUMO energy (Eh) = 0.1588
- highest occupied orbital energy (eV) = -4.737
- total charge = -1
- F_max (Eh/bohr) = 0.087
- ΔE to the lowest compared entry with this formula, charge and spin (kcal/mol) = 22.1
- orbital gap (eV) = 9.057

Positions of all 11 atoms, in Å:
1 N 0.168 -0.105 -1.162
2 C 0.999 -0.975 -0.478
3 N 1.194 -2.238 -0.894
4 H -0.292 -0.768 -1.888
5 H -0.259 0.794 -0.729
6 H 1.571 -0.440 0.395
7 H 2.048 -2.630 -0.642
8 O -0.860 1.853 0.226
9 C -1.355 1.566 1.359
10 O -2.401 0.879 1.552
11 H -0.812 2.064 2.261

***

Entry 2:
Below is an isolated ion of composition C2H5N2O3 and charge -1 in a non-equilibrium geometry, with properties calculated with wB97M-V/def2-TZVPD.

Output
- LUMO energy (Eh) = 0.1534
- highest occupied orbital energy (eV) = -3.706
- total charge = -1
- SMILES = C[C@H](O)N=[N+]([O-])[O-]
- F_max (Eh/bohr) = 0.082
- ΔE to the lowest compared entry with this formula, charge and spin (kcal/mol) = 138.7
- orbital gap (eV) = 7.880

Positions of all 12 atoms, in Å:
1 C 0.273 -0.573 0.304
2 C -0.423 0.567 -0.494
3 N -1.610 0.829 0.248
4 N -2.760 0.115 -0.078
5 O -2.660 -0.887 -0.768
6 O -3.839 0.444 0.481
7 O 0.431 1.708 -0.399
8 H 1.175 -0.773 -0.250
9 H -0.473 -1.332 0.243
10 H 0.464 -0.163 1.242
11 H -0.443 0.216 -1.602
12 H 0.319 1.931 0.537

***

Entry 3:
Below is a 2-piece molecular cluster, C2H5N2O4S overall in a non-equilibrium geometry, with properties calculated with wB97M-V/def2-TZVPD.

Output
- LUMO energy (Eh) = -0.1981
- highest occupied orbital energy (eV) = -12.935
- total charge = +1
- F_max (Eh/bohr) = 0.025
- ΔE to the lowest compared entry with this formula, charge and spin (kcal/mol) = 0.0
- orbital gap (eV) = 7.545

Positions of all 14 atoms, in Å:
1 O 0.869 -2.644 2.136
2 C 0.373 -2.273 1.165
3 N -0.192 -1.924 0.121
4 N -0.817 -0.627 0.143
5 S 0.219 0.731 0.205
6 C -1.881 -0.577 1.122
7 O -1.745 -0.203 2.228
8 O -3.067 -0.929 0.606
9 H 1.147 0.491 1.168
10 H -3.082 -1.880 0.464
11 O 1.977 2.476 -2.137
12 H 2.926 2.236 -2.106
13 H 1.438 1.773 -2.563
14 H 1.837 3.351 -2.552

***

Entry 4:
Below is C2H5N2P in the gas phase in a non-equilibrium geometry, with properties calculated with wB97M-V/def2-TZVPD.

Output
- LUMO energy (Eh) = 0.0269
- highest occupied orbital energy (eV) = -10.027
- total charge = 0
- SMILES = N#CCNP
- F_max (Eh/bohr) = 0.056
- ΔE to the lowest compared entry with this formula, charge and spin (kcal/mol) = 15.2
- orbital gap (eV) = 10.759

Positions of all 10 atoms, in Å:
1 C 1.363 -1.099 -0.835
2 C 0.506 -0.799 0.368
3 N 2.010 -1.271 -1.767
4 N 0.177 0.571 0.213
5 P -1.112 1.183 -0.677
6 H -2.247 0.541 0.065
7 H -0.292 -1.561 0.340
8 H 0.989 -0.865 1.358
9 H 1.027 1.082 0.088
10 H -1.508 0.179 -1.744

***

Entry 5:
Below is a 2-piece molecular cluster, C2H5N3 overall in a non-equilibrium geometry, with properties calculated with wB97M-V/def2-TZVPD.

Output
- LUMO energy (Eh) = 0.0355
- highest occupied orbital energy (eV) = -9.700
- total charge = 0
- F_max (Eh/bohr) = 0.063
- ΔE to the lowest compared entry with this formula, charge and spin (kcal/mol) = 77.5
- orbital gap (eV) = 10.667

Positions of all 10 atoms, in Å:
1 C -1.575 -0.187 0.688
2 C -1.162 0.449 -0.373
3 N 3.571 -0.844 -0.145
4 N 2.574 -0.355 -0.300
5 N 1.633 0.352 -0.200
6 H -2.320 0.346 1.252
7 H -1.325 -1.228 0.986
8 H -0.593 -0.181 -1.013
9 H -1.435 1.482 -0.716
10 H 0.632 0.167 -0.178

***

Entry 6:
Below is C2H5N3O in the gas phase, with properties calculated with wB97M-V/def2-TZVPD.

Output
- LUMO energy (Eh) = 0.0376
- highest occupied orbital energy (eV) = -9.621
- total charge = 0
- F_max (Eh/bohr) = 0.015
- ΔE to the lowest compared entry with this formula, charge and spin (kcal/mol) = 87.3
- orbital gap (eV) = 10.645

Positions of all 11 atoms, in Å:
1 N -1.537 -0.377 0.716
2 C -0.329 -0.076 0.106
3 O 0.156 -0.729 -1.138
4 N -0.002 1.239 -0.482
5 C 1.101 0.260 -0.699
6 N 1.031 -0.175 0.723
7 H -1.700 -1.377 0.761
8 H -2.296 0.076 0.221
9 H 0.262 1.868 0.282
10 H 2.010 0.452 -1.269
11 H 1.305 -1.161 0.779

***

Entry 7:
Below is C2H5N3O in the gas phase in a non-equilibrium geometry, with properties calculated with wB97M-V/def2-TZVPD.

Output
- LUMO energy (alpha / beta) (Eh) = 0.0091 / 0.0091
- highest occupied orbital energy (alpha / beta) (eV) = -7.680 / -7.681
- total charge = 0
- F_max (Eh/bohr) = 0.077
- ΔE to the lowest compared entry with this formula, charge and spin (kcal/mol) = 136.8
- orbital gap (alpha / beta) (eV) = 7.927 / 7.929

Positions of all 11 atoms, in Å:
1 C -1.082 -0.179 -0.195
2 C 1.564 -0.162 0.223
3 N 1.326 -1.403 0.055
4 N 0.206 -2.125 0.112
5 N -0.931 -1.468 -0.198
6 O 2.775 0.291 -0.328
7 H -0.945 0.425 0.769
8 H -1.913 0.241 -0.749
9 H 1.199 0.689 1.034
10 H -1.409 -2.036 -0.936
11 H 3.001 1.183 0.153

***

Entry 8:
Below is C2H5N3O in the gas phase in a non-equilibrium geometry, with properties calculated with wB97M-V/def2-TZVPD.

Output
- LUMO energy (Eh) = 0.0332
- highest occupied orbital energy (eV) = -9.247
- total charge = 0
- SMILES = [H]/N=C(\N)ON=C
- F_max (Eh/bohr) = 0.091
- ΔE to the lowest compared entry with this formula, charge and spin (kcal/mol) = 85.9
- orbital gap (eV) = 10.150

Positions of all 11 atoms, in Å:
1 C 0.891 0.223 -0.036
2 C -2.507 -0.101 0.092
3 H 1.701 -1.744 -0.128
4 H 2.842 -0.410 -0.176
5 H 1.976 1.831 0.167
6 H -3.393 0.528 -0.284
7 H -2.589 -1.220 0.708
8 N 1.867 -0.744 -0.094
9 N 0.999 1.473 0.102
10 N -1.435 0.541 -0.337
11 O -0.352 -0.377 -0.013

***

Entry 9:
Below is C2H5N3O as an isolated structure in a non-equilibrium geometry, with properties calculated with wB97M-V/def2-TZVPD.

Output
- LUMO energy (Eh) = 0.0131
- highest occupied orbital energy (eV) = -8.928
- total charge = 0
- F_max (Eh/bohr) = 0.170
- ΔE to the lowest compared entry with this formula, charge and spin (kcal/mol) = 101.8
- orbital gap (eV) = 9.285

Positions of all 11 atoms, in Å:
1 C -0.539 0.682 0.133
2 C 0.111 -0.410 -0.650
3 H 0.061 -0.707 1.709
4 H 0.108 0.278 2.986
5 H -1.066 1.369 -0.480
6 H 0.427 -1.153 -2.519
7 H -0.326 0.242 -2.539
8 N 0.681 0.430 2.050
9 N -0.276 1.049 1.319
10 N 0.317 -0.386 -2.016
11 O 0.503 -1.392 0.007

***

Entry 10:
Below is C2H5N3O in the gas phase in a non-equilibrium geometry, with properties calculated with wB97M-V/def2-TZVPD.

Output
- LUMO energy (Eh) = 0.0256
- highest occupied orbital energy (eV) = -8.813
- total charge = 0
- SMILES = N/N=C/C=N/O
- F_max (Eh/bohr) = 0.113
- ΔE to the lowest compared entry with this formula, charge and spin (kcal/mol) = 116.4
- orbital gap (eV) = 9.510

Positions of all 11 atoms, in Å:
1 C 0.474 0.531 0.131
2 C -1.053 0.468 0.049
3 H 2.994 0.415 -0.057
4 H 2.965 -1.346 -0.281
5 H 0.985 1.442 0.522
6 H -1.532 1.450 -0.560
7 H -3.648 -1.128 0.111
8 N 2.512 -0.465 0.034
9 N 1.194 -0.470 -0.144
10 N -1.785 -0.609 0.409
11 O -3.105 -0.288 -0.215

***

Entry 11:
Below is C2H5N3O in the gas phase in a non-equilibrium geometry, with properties calculated with wB97M-V/def2-TZVPD.

Output
- LUMO energy (Eh) = 0.0156
- highest occupied orbital energy (eV) = -9.124
- total charge = 0
- SMILES = C=NO/C=N\N
- F_max (Eh/bohr) = 0.141
- ΔE to the lowest compared entry with this formula, charge and spin (kcal/mol) = 136.0
- orbital gap (eV) = 9.548

Positions of all 11 atoms, in Å:
1 C 0.871 1.154 -0.068
2 C -2.225 -0.296 0.105
3 H 1.017 -1.189 -0.259
4 H 2.705 -1.408 -0.127
5 H 0.893 2.286 -0.320
6 H -2.956 -1.166 -0.260
7 H -2.592 0.420 1.106
8 N 1.842 -0.923 0.278
9 N 1.923 0.412 -0.142
10 N -1.011 -0.167 -0.542
11 O -0.468 0.878 0.230

***

Entry 12:
Below is C2H5N3O2 in the gas phase in a non-equilibrium geometry, with properties calculated with wB97M-V/def2-TZVPD.

Output
- LUMO energy (Eh) = 0.0289
- highest occupied orbital energy (eV) = -8.972
- total charge = 0
- SMILES = [H]/N=C/NOC(N)=O
- F_max (Eh/bohr) = 0.102
- ΔE to the lowest compared entry with this formula, charge and spin (kcal/mol) = 99.9
- orbital gap (eV) = 9.758

Positions of all 12 atoms, in Å:
1 C 1.160 0.103 -0.323
2 C -1.996 0.119 0.012
3 H 2.377 -1.412 0.696
4 H 3.156 -0.760 -0.543
5 H -0.719 1.614 1.001
6 H -2.875 0.807 -0.164
7 H -2.676 -1.086 -1.169
8 N 2.348 -0.634 0.102
9 N -0.867 0.590 0.803
10 N -1.893 -1.098 -0.504
11 O 0.792 1.072 -0.916
12 O 0.288 -0.134 0.822

***

Entry 13:
Below is C2H5N3O2 in the gas phase in a non-equilibrium geometry, with properties calculated with wB97M-V/def2-TZVPD.

Output
- LUMO energy (Eh) = 0.0257
- highest occupied orbital energy (eV) = -9.643
- total charge = 0
- SMILES = [O-]/[N+](=N\O)[C@H]1CN1
- F_max (Eh/bohr) = 0.064
- ΔE to the lowest compared entry with this formula, charge and spin (kcal/mol) = 188.7
- orbital gap (eV) = 10.342

Positions of all 12 atoms, in Å:
1 C -0.455 1.136 -1.265
2 C 0.269 0.035 -0.613
3 N -0.068 -1.727 0.909
4 N 1.020 0.980 -1.635
5 N 0.016 -0.482 0.904
6 O -0.014 0.204 1.891
7 O -0.237 -2.265 2.143
8 H -1.035 0.766 -2.034
9 H -0.879 2.023 -0.919
10 H 0.110 -0.951 -1.003
11 H 1.394 1.812 -1.235
12 H -0.122 -1.531 2.856

***

Entry 14:
Below is C2H5N3O2 in the gas phase in a non-equilibrium geometry, with properties calculated with wB97M-V/def2-TZVPD.

Output
- LUMO energy (Eh) = 0.0316
- highest occupied orbital energy (eV) = -9.653
- total charge = 0
- SMILES = Cn1c(=O)on1N
- F_max (Eh/bohr) = 0.048
- ΔE to the lowest compared entry with this formula, charge and spin (kcal/mol) = 118.4
- orbital gap (eV) = 10.513

Positions of all 12 atoms, in Å:
1 C 0.549 -1.666 0.219
2 N -0.703 0.928 0.499
3 N 0.334 -0.275 -0.064
4 C 1.271 0.688 -0.124
5 N -1.786 1.121 -0.224
6 O 0.365 1.793 0.113
7 O 2.429 0.772 -0.381
8 H -1.676 1.387 -1.201
9 H -2.597 1.389 0.313
10 H -0.050 -1.999 1.069
11 H 1.595 -1.880 0.440
12 H 0.268 -2.258 -0.657

***

Entry 15:
Below is C2H5N3O2 in the gas phase in a non-equilibrium geometry, with properties calculated with wB97M-V/def2-TZVPD.

Output
- LUMO energy (Eh) = 0.0231
- highest occupied orbital energy (eV) = -8.979
- total charge = 0
- SMILES = N/N=C\OC(N)=O
- F_max (Eh/bohr) = 0.065
- ΔE to the lowest compared entry with this formula, charge and spin (kcal/mol) = 48.7
- orbital gap (eV) = 9.609

Positions of all 12 atoms, in Å:
1 C -0.387 -0.887 0.597
2 C 0.481 1.230 0.349
3 H -1.407 -2.813 -1.563
4 H -0.664 -1.278 -1.783
5 H -0.468 -0.587 1.621
6 H 1.504 2.882 -0.330
7 H 1.611 1.503 -1.347
8 N -0.725 -2.118 -1.261
9 N -0.929 -1.943 0.126
10 N 0.995 2.064 -0.629
11 O 0.239 0.028 -0.220
12 O 0.194 1.498 1.480

***

Entry 16:
Below is C2H5N3O2S in the gas phase in a non-equilibrium geometry, with properties calculated with wB97M-V/def2-TZVPD.

Output
- LUMO energy (Eh) = -0.0097
- highest occupied orbital energy (eV) = -9.706
- total charge = 0
- SMILES = NNC(=O)NOC=S
- F_max (Eh/bohr) = 0.107
- ΔE to the lowest compared entry with this formula, charge and spin (kcal/mol) = 105.7
- orbital gap (eV) = 9.441

Positions of all 13 atoms, in Å:
1 C 0.562 0.674 0.111
2 C -2.551 -0.688 -0.110
3 H 2.958 0.495 -0.854
4 H 3.206 0.091 0.746
5 H 0.786 -1.564 -0.260
6 H -1.533 1.216 0.432
7 H -2.899 -1.618 -0.617
8 N 2.669 -0.296 -0.064
9 N 1.350 -0.497 0.128
10 N -0.759 0.512 0.637
11 O 1.028 1.788 -0.216
12 O -1.232 -0.716 0.090
13 S -3.584 0.603 -0.022

***

Entry 17:
Below is C2H5N3O3 in the gas phase in a non-equilibrium geometry, with properties calculated with wB97M-V/def2-TZVPD.

Output
- LUMO energy (alpha / beta) (Eh) = -0.0046 / -0.0156
- highest occupied orbital energy (alpha / beta) (eV) = -7.720 / -7.624
- total charge = 0
- SMILES = N/N=C(\O)C(=O)NO
- F_max (Eh/bohr) = 0.043
- ΔE to the lowest compared entry with this formula, charge and spin (kcal/mol) = 124.4
- orbital gap (alpha / beta) (eV) = 7.596 / 7.198

Positions of all 13 atoms, in Å:
1 N -0.514 -1.363 -0.285
2 C 0.819 -1.148 0.344
3 C 0.953 0.232 0.086
4 N -0.645 1.714 -0.579
5 O -1.687 -1.105 0.423
6 O 1.675 1.133 0.788
7 N 0.026 0.619 -0.900
8 O 1.556 -2.067 0.667
9 H -1.491 -1.402 1.329
10 H 2.207 1.626 0.142
11 H -0.609 -2.125 -0.953
12 H -1.124 2.150 -1.361
13 H -1.167 1.735 0.298

***

Entry 18:
Below is C2H5N3OS in the gas phase in a non-equilibrium geometry, with properties calculated with wB97M-V/def2-TZVPD.

Output
- LUMO energy (Eh) = 0.0246
- highest occupied orbital energy (eV) = -8.592
- total charge = 0
- SMILES = NNC1=NOCS1
- F_max (Eh/bohr) = 0.056
- ΔE to the lowest compared entry with this formula, charge and spin (kcal/mol) = 88.5
- orbital gap (eV) = 9.260

Positions of all 12 atoms, in Å:
1 C -0.396 -0.127 -0.072
2 C 1.924 0.330 0.305
3 H -2.718 0.848 -0.765
4 H -2.548 0.878 0.885
5 H -1.849 -1.650 0.176
6 H 1.998 0.369 1.367
7 H 2.920 0.402 -0.142
8 N -2.698 0.234 0.117
9 N -1.672 -0.664 -0.036
10 N -0.227 1.175 -0.005
11 O 1.131 1.384 -0.257
12 S 1.010 -1.147 -0.087

***

Entry 19:
Below is C2H5N3OS in the gas phase in a non-equilibrium geometry, with properties calculated with wB97M-V/def2-TZVPD.

Output
- LUMO energy (Eh) = 0.0136
- highest occupied orbital energy (eV) = -8.612
- total charge = 0
- SMILES = [H]/N=C(\N)ONC=S
- F_max (Eh/bohr) = 0.062
- ΔE to the lowest compared entry with this formula, charge and spin (kcal/mol) = 67.4
- orbital gap (eV) = 8.983

Positions of all 12 atoms, in Å:
1 C 0.960 0.251 0.366
2 C -2.271 -0.227 -0.959
3 H 2.321 0.173 1.960
4 H 0.700 0.743 2.259
5 H 2.653 -0.324 -0.320
6 H -0.206 -0.498 -1.513
7 H -2.794 0.117 -0.059
8 N 1.459 0.736 1.571
9 N 1.624 -0.233 -0.607
10 N -0.937 -0.354 -0.769
11 O -0.381 0.392 0.310
12 S -3.129 -0.777 -2.239

***

Entry 20:
Below is a 2-piece molecular cluster, C2H5N3OS overall in a non-equilibrium geometry, with properties calculated with wB97M-V/def2-TZVPD.

Output
- LUMO energy (Eh) = 0.0020
- highest occupied orbital energy (eV) = -8.395
- total charge = 0
- F_max (Eh/bohr) = 0.045
- ΔE to the lowest compared entry with this formula, charge and spin (kcal/mol) = 103.0
- orbital gap (eV) = 8.449

Positions of all 12 atoms, in Å:
1 C -0.698 -0.582 0.296
2 C -1.412 0.172 -0.833
3 N 0.287 -1.354 0.016
4 N 1.343 -1.824 -0.057
5 N 1.044 0.906 1.264
6 O 1.818 0.858 -0.998
7 S 2.257 0.605 0.347
8 H -1.367 -0.810 1.132
9 H -1.326 -0.366 -1.828
10 H -0.778 1.071 -1.137
11 H -2.431 0.401 -0.469
12 H 1.264 0.924 2.269